{"formula": "C29H48Cl2N3NdO4SSi", "method": "the ωB97M-V functional and the def2-TZVPD basis", "s2": 3.75, "spin_multiplicity": 4, "e_homo_ev": [-6.41, -6.42], "lumo_energy_ev": [0.265, 0.265], "symbols": ["C", "C", "H", "H", "H", "C", "C", "H", "H", "H", "H", "Nd", "Cl", "C", "O", "N", "C", "C", "H", "H", "H", "H", "H", "H", "H", "H", "H", "C", "C", "N", "H", "C", "O", "H", "H", "H", "H", "H", "H", "C", "C", "N", "H", "C", "O", "H", "H", "H", "H", "O", "C", "C", "C", "H", "C", "H", "C", "H", "C", "C", "H", "H", "H", "Si", "Cl", "C", "C", "C", "H", "H", "H", "H", "H", "H", "H", "H", "H", "S", "C", "C", "C", "C", "C", "C", "H", "H", "H", "H", "H"], "xyz": [[-1.25850, -0.69500, -4.13803], [-0.77056, -1.92402, -3.42941], [-1.03714, -0.71869, -5.21147], [-0.81026, 0.21845, -3.71867], [-2.34978, -0.60494, -4.02048], [-0.19513, -2.97548, -4.04138], [0.05012, -3.14524, -5.50212], [0.09704, -3.84815, -3.45800], [-0.03868, -2.22685, -6.09122], [-0.64760, -3.88464, -5.92190], [1.05544, -3.55804, -5.66611], [0.70959, 0.47533, 0.23123], [1.03586, 2.56196, -1.23359], [0.08684, -2.43640, 1.89928], [0.89029, -1.46740, 1.77558], [0.35332, -3.52543, 2.60947], [1.68541, -3.72459, 3.17773], [-0.62284, -4.58886, 2.85090], [-0.90915, -2.39563, 1.41510], [2.29986, -2.85001, 2.94908], [2.13320, -4.63377, 2.75892], [1.59538, -3.85918, 4.26032], [-1.59179, -4.34244, 2.39568], [-0.75419, -4.72953, 3.93293], [-0.26325, -5.53759, 2.42714], [0.88776, 3.18235, 5.37139], [-0.96380, 4.78492, 4.81777], [1.32814, 3.39000, 4.38893], [-0.57699, 4.90499, 3.79608], [0.27366, 3.76905, 3.44852], [1.82607, 2.50250, 4.00322], [0.11408, 3.09216, 2.31578], [0.75208, 2.02598, 2.06421], [-1.42095, 4.96912, 3.10063], [-0.62315, 3.48617, 1.60012], [2.04893, 4.21188, 4.48426], [-0.01422, 5.84807, 3.74718], [1.40708, -0.59307, -3.31120], [2.71911, -3.14390, -3.35608], [2.44614, -0.31743, -3.06833], [3.55159, -2.54381, -2.95833], [3.05925, -1.36424, -2.25104], [2.44268, 0.64789, -2.55147], [3.25518, -1.25586, -0.93452], [2.89993, -0.26196, -0.23953], [4.12925, -3.14849, -2.24963], [3.75583, -2.12512, -0.47777], [3.00438, -0.24938, -4.01060], [4.19001, -2.23006, -3.79368], [-0.19480, -0.91613, -1.31218], [-0.96863, -1.88632, -1.91423], [0.48080, -3.79666, -1.06573], [-0.79320, -3.26010, -1.25899], [1.35621, -3.18381, -1.31075], [0.62731, -5.11726, -0.62697], [-2.02829, -1.60410, -1.78553], [-1.92179, -4.01955, -0.95084], [1.62667, -5.56142, -0.56493], [-0.50078, -5.87200, -0.29783], [-1.77611, -5.32059, -0.46633], [-2.90738, -3.58291, -1.13492], [-0.39137, -6.90247, 0.05325], [-2.66759, -5.91168, -0.24455], [-0.11101, 5.51706, -2.43642], [-0.39267, 3.92749, -3.75942], [1.72614, 5.74036, -2.08607], [-1.34029, 5.37651, -1.03657], [-0.48695, 7.10526, -3.41056], [2.23768, 4.79284, -1.87720], [1.89785, 6.43274, -1.24795], [2.18022, 6.19487, -2.98109], [0.25901, 7.20639, -4.21412], [-0.42513, 8.00357, -2.77591], [-1.48491, 7.06456, -3.86782], [-1.31374, 4.38530, -0.55642], [-2.35140, 5.54304, -1.43045], [-1.16799, 6.14359, -0.26672], [-2.13995, 0.26771, 1.22289], [-2.31623, 0.53867, 2.88055], [-1.27541, 0.29089, 3.81576], [-1.50222, 0.44537, 5.17837], [-2.76136, 0.84207, 5.64615], [-3.78640, 1.12375, 4.73314], [-3.56795, 1.00139, 3.36918], [-0.29871, -0.02688, 3.45147], [-0.69740, 0.24519, 5.88786], [-2.93616, 0.92625, 6.71805], [-4.77038, 1.44099, 5.08448], [-4.35126, 1.24044, 2.65247]], "mulliken_spin": [0.000, 0.000, 0.000, 0.000, 0.000, 0.000, 0.000, 0.000, 0.000, 0.000, 0.000, 3.028, -0.004, 0.000, -0.001, 0.001, 0.000, 0.000, -0.002, 0.000, 0.000, 0.000, 0.000, 0.000, 0.000, 0.000, 0.000, 0.000, 0.000, 0.001, 0.000, 0.000, -0.004, 0.000, 0.000, 0.000, 0.000, 0.000, 0.000, 0.000, 0.000, 0.000, 0.000, 0.000, 0.000, 0.000, -0.001, 0.000, 0.000, -0.008, -0.003, 0.001, 0.001, 0.000, 0.000, 0.000, 0.000, 0.000, 0.000, 0.000, 0.000, 0.000, 0.000, 0.000, 0.000, 0.000, 0.000, 0.000, 0.000, 0.000, 0.000, 0.000, 0.000, 0.000, 0.000, 0.000, 0.000, -0.007, -0.001, 0.001, 0.000, 0.000, 0.000, 0.000, 0.001, 0.000, 0.000, 0.000, 0.000]}